Formula: C52H61BrCaF5N8O3S2Si
Source: OMol25
Level of theory: the ωB97M-V functional and the def2-TZVPD basis

Computed properties:
HOMO level: -5.09 eV
frontier orbital gap: 7.0 eV
charge: -1
energy above the lowest of the compared OMol25 structures with the same formula, charge and spin: 0.0 kcal per mole
E_tot: -204604.0291 eV

Geometry as XYZ:
```
134
Properties=species:S:1:pos:R:3:forces:R:3
Ca -0.00092 -0.38858 -0.37957 0.1 -0.2 -0.2
S 4.46591 0.53697 1.84083 0.1 0.0 0.1
C 3.41726 0.86137 3.17491 0.0 0.0 0.0
C 3.70818 0.99448 4.52931 0.0 0.0 -0.1
C 2.67066 1.27127 5.39719 -0.1 0.0 0.1
C 1.35998 1.41649 4.92602 0.0 0.0 0.0
C 1.07357 1.28182 3.58417 0.1 -0.1 0.0
C 2.10942 0.99716 2.69585 -0.2 0.1 0.0
N 1.95220 0.86108 1.32869 0.2 0.0 -0.1
C 3.09340 0.63045 0.75703 -0.1 0.0 -0.3
C 3.27880 0.46392 -0.69659 -0.1 0.1 0.4
C 4.56388 0.61173 -1.22882 0.0 0.0 -0.2
C 4.74692 0.53416 -2.59745 0.0 0.0 0.0
C 3.63591 0.31165 -3.40638 0.0 0.0 0.0
C 2.37726 0.16178 -2.83934 -0.1 0.0 -0.1
C 2.12319 0.22125 -1.45828 0.3 0.1 -0.3
H 4.72059 0.88026 4.89394 0.0 0.0 0.0
H 2.87389 1.37254 6.45596 0.0 0.0 0.0
H 0.56067 1.63229 5.62432 0.0 0.0 0.0
H 0.07070 1.38822 3.20030 -0.1 0.0 0.0
H 5.41970 0.80670 -0.59086 0.0 0.0 0.0
H 5.73488 0.64947 -3.02776 0.0 0.0 0.0
H 3.75918 0.24859 -4.48319 0.0 0.0 0.0
H 1.54150 -0.01823 -3.51291 0.0 0.0 0.0
C 4.74637 4.23634 -1.08301 0.1 0.0 0.0
C 3.46542 4.27725 -0.30630 -0.1 -0.1 0.0
C 3.33230 4.99457 0.87774 0.1 0.0 -0.1
C 2.14048 4.97169 1.57867 0.0 -0.1 0.0
C 1.12234 4.19686 1.04749 0.0 0.0 0.2
Br -0.54854 4.10213 1.96779 0.0 0.1 0.0
N 1.21454 3.49964 -0.05382 -0.2 0.2 -0.1
C 2.35722 3.55219 -0.73483 0.1 0.0 0.1
H 5.34662 5.12928 -0.90604 0.0 0.0 0.0
H 4.55354 4.14975 -2.15146 0.0 0.0 0.0
H 5.33532 3.36431 -0.79611 0.0 0.0 0.0
H 4.16598 5.57601 1.25417 0.0 0.0 0.0
H 2.00618 5.51483 2.50214 0.0 0.0 0.0
H 2.39722 2.95815 -1.64076 0.0 0.0 -0.1
C -2.63136 -0.11846 3.14026 0.0 0.0 0.0
C -2.28633 -1.59942 3.03052 0.1 0.0 -0.1
C -2.15947 -2.19090 4.43128 0.0 0.0 0.0
C -3.38475 -2.33010 2.26388 0.0 0.1 0.0
O -1.02809 -1.65152 2.31783 0.1 -0.1 0.1
Si -0.00844 -2.96079 2.03944 -0.5 -0.1 0.3
S 1.59767 -2.34394 0.96253 0.0 0.0 0.0
O 0.31844 -3.75149 3.46428 0.1 0.0 0.0
C 1.37774 -3.63684 4.41575 0.0 0.0 0.0
C 2.60744 -4.37743 3.89043 -0.1 0.0 0.1
C 1.71094 -2.17765 4.69583 0.0 0.0 0.0
C 0.86161 -4.31169 5.68494 0.0 0.0 0.0
O -1.03772 -4.01501 1.28755 0.1 0.0 0.0
C -0.93617 -5.40788 1.01276 0.0 0.1 0.0
C 0.51388 -5.87919 0.92180 0.0 0.0 0.0
C -1.66443 -6.15748 2.12706 0.0 0.0 -0.1
C -1.63008 -5.60595 -0.32908 0.0 -0.1 0.0
H -3.55984 0.01673 3.69835 0.0 0.0 0.0
H -2.75786 0.32477 2.15363 0.0 0.0 0.0
H -1.83690 0.41036 3.66583 0.0 0.0 0.0
H -3.12589 -2.11721 4.93532 0.0 0.0 0.0
H -1.42041 -1.64348 5.02079 0.0 0.0 0.0
H -1.86184 -3.23604 4.39759 0.0 -0.1 0.0
H -4.35030 -2.13077 2.73735 0.0 0.0 0.0
H -3.21057 -3.40134 2.24819 0.0 -0.1 0.0
H -3.42141 -1.97726 1.23686 0.0 0.0 0.0
H 2.93175 -3.94459 2.94556 0.0 0.0 0.0
H 2.36887 -5.43032 3.73068 0.0 0.0 0.0
H 3.42595 -4.31501 4.61130 0.0 0.0 0.0
H 2.01877 -1.67271 3.78132 0.0 0.0 -0.1
H 2.52797 -2.10881 5.41730 0.0 0.0 0.0
H 0.84625 -1.65521 5.10651 0.0 0.0 0.0
H 0.53847 -5.32964 5.46130 0.0 0.0 0.0
H 0.01092 -3.76182 6.08944 0.0 0.0 0.0
H 1.64407 -4.35246 6.44519 0.0 0.0 0.0
H 0.98959 -5.87153 1.90165 0.0 0.0 0.0
H 1.08854 -5.22444 0.26928 0.0 0.0 -0.1
H 0.54664 -6.89791 0.52791 0.0 0.0 0.0
H -1.20747 -5.91806 3.08738 0.0 0.0 0.0
H -1.61056 -7.23722 1.96689 0.0 0.0 0.0
H -2.71502 -5.86284 2.15860 0.0 0.0 0.0
H -1.09733 -5.04637 -1.09698 0.1 0.0 -0.1
H -2.65192 -5.22780 -0.28218 0.0 0.0 0.0
H -1.65212 -6.66196 -0.61113 0.0 0.0 0.0
N -4.36561 9.45932 -1.74444 0.0 0.0 0.0
C -3.95366 8.40274 -1.93528 0.0 0.1 0.0
C -3.43898 7.08380 -2.17780 0.0 0.0 0.1
C -3.06820 6.27340 -1.10345 0.0 0.0 -0.1
C -2.57947 5.00326 -1.33459 0.0 0.0 -0.1
C -2.43838 4.54985 -2.64633 -0.1 0.0 0.0
C -2.80793 5.35556 -3.71928 0.0 0.0 0.1
C -3.31436 6.61988 -3.48451 0.0 0.0 0.0
N -1.92343 3.26153 -2.87546 0.2 0.0 0.1
C -2.19670 2.39686 -3.91839 -0.1 0.0 0.0
C -1.46817 1.27971 -3.66428 -0.1 0.0 0.0
N -0.74574 1.42364 -2.50242 0.1 0.1 0.0
C -1.02494 2.62114 -2.07216 0.0 -0.1 0.1
H -3.17989 6.63005 -0.08922 0.0 0.0 0.0
H -2.33283 4.35684 -0.50435 0.0 0.0 0.0
H -2.67948 4.99983 -4.73167 0.0 0.0 0.0
H -3.60111 7.25372 -4.31206 0.0 0.0 0.0
H -2.90399 2.63856 -4.69050 0.0 0.0 0.0
H -1.42565 0.37470 -4.23965 0.0 0.0 0.0
H -0.60466 3.07153 -1.19021 0.1 0.0 0.0
C -2.55478 -2.19067 -4.55438 0.0 0.0 0.0
N -1.66550 -3.26256 -4.16326 0.0 0.0 0.2
C -2.39261 -4.48474 -3.83153 0.0 0.0 -0.1
C -0.59373 -2.93007 -3.30483 0.1 0.1 -0.2
N -0.47944 -1.83505 -2.63566 -0.3 0.0 -0.1
N 0.38749 -3.88600 -3.26542 -0.1 -0.1 0.1
C 1.51054 -3.67886 -2.37513 0.1 0.0 0.1
C 0.68812 -4.71507 -4.41277 0.0 0.0 -0.1
H -3.19052 -2.55398 -5.36332 0.0 0.0 0.0
H -1.97239 -1.35603 -4.93796 0.0 0.0 0.0
H -3.20486 -1.83795 -3.74509 0.0 0.0 0.0
H -3.10021 -4.32209 -3.01258 0.0 0.0 0.0
H -1.70115 -5.26957 -3.53750 0.0 0.0 0.0
H -2.94151 -4.82049 -4.71463 0.0 0.0 0.0
H -1.35153 -1.31478 -2.70537 0.0 0.0 0.1
H 2.23747 -2.97414 -2.79585 0.0 0.0 0.0
H 1.99984 -4.64015 -2.20379 0.0 0.0 0.0
H 1.18317 -3.29183 -1.41570 0.0 0.0 0.0
H -0.08649 -4.62399 -5.16805 0.0 0.0 0.0
H 0.77849 -5.76469 -4.11683 0.0 0.0 0.0
H 1.64325 -4.40790 -4.85582 0.0 0.0 0.0
F -3.17240 -2.47170 -1.38818 0.0 0.0 0.0
C -3.56218 -1.19649 -1.07986 -0.1 0.0 -0.1
C -2.63390 -0.26031 -0.68654 -0.2 0.0 0.3
C -3.21416 0.93023 -0.32258 -0.1 0.1 0.0
F -2.42540 1.93770 0.19015 0.0 0.0 0.0
C -4.56513 1.23571 -0.37340 0.1 -0.2 -0.1
F -5.04485 2.43625 -0.00313 0.0 0.1 0.0
C -5.43739 0.25708 -0.81797 0.1 0.0 0.0
F -6.75304 0.49987 -0.89289 -0.1 0.0 0.0
C -4.93037 -0.98158 -1.16961 0.1 0.1 0.0
F -5.77769 -1.94213 -1.57872 0.0 -0.1 0.0
```
Positions in Å, forces in eV/Å.

Atomic partial charges in e from the Mulliken method, atoms 1 to 2: 0.753 -0.662